Entry 1:
Density functional theory data (wB97M-V/def2-TZVPD) for C28H63Br12N2O14P3 as an isolated structure.

- Calculated total energy: -34179.8909 hartree
- Relative energy (zero: lowest compared OMol25 entry of this formula, charge and spin): 2.010 eV

The geometry in ORCA input format:
```
! wB97M-V def2-TZVPD RIJCOSX def2/J DEFGRID3
* xyz 0 1
C -7.43651 5.70307 -0.39047
O -7.71093 6.14683 0.69526
N -7.95803 6.16988 -1.54717
C -7.63944 5.71415 -2.96990
C -8.71327 7.38706 -1.71850
H -6.70818 4.88196 -0.47710
H -8.51058 5.28256 -3.46280
H -6.88359 4.94748 -3.14020
H -7.26211 6.43052 -3.69964
H -8.98282 7.90553 -0.79837
H -8.21873 8.06848 -2.41073
H -9.71900 7.16028 -2.07234
C 3.57619 0.85180 -4.09939
O 4.61576 0.38781 -3.69146
N 2.94581 1.91056 -3.63112
C 1.53697 2.00424 -3.83921
C 3.60069 2.81241 -2.68175
H 3.03368 0.22058 -4.82011
H 1.01459 1.77503 -2.91040
H 1.24459 1.23003 -4.54858
H 1.22473 3.02199 -4.07328
H 3.37069 3.79217 -3.10039
H 3.19248 2.80649 -1.67109
H 4.68288 2.69312 -2.73408
C -6.07786 0.16056 -2.86770
Br -6.12131 1.14628 -1.17764
Br -7.98263 -0.14003 -3.55973
Br -4.95329 -1.49924 -2.72950
H -5.52279 0.75495 -3.59344
C 2.44618 5.91195 0.04849
Br 1.56970 5.66650 -1.65956
Br 2.25834 7.80135 0.63974
Br 4.28850 5.44984 -0.05383
H 1.92658 5.20479 0.69506
C -3.77035 -2.33485 -6.17418
Br -3.90810 -4.05483 -5.12278
Br -5.06583 -2.44909 -7.62646
Br -1.98579 -2.05875 -6.72489
H -3.93337 -1.53112 -5.45616
C -2.23731 5.03617 -3.48134
Br -4.09084 4.95137 -2.81736
Br -1.33235 6.75114 -3.76351
Br -2.07817 3.74610 -4.93343
H -1.81251 4.54849 -2.60395
C -0.16815 -4.17802 -4.11119
C 0.87501 -4.94846 -3.32866
O 2.12161 -4.20109 -3.49634
P 2.97036 -3.63012 -2.15242
O 4.24521 -2.91367 -2.53588
O 1.81556 -2.74940 -1.43007
C 1.92597 -1.26728 -1.40465
C 2.93577 -1.01848 -0.26461
O 3.11599 -4.89648 -1.15162
C 4.17754 -4.95191 -0.21852
C 4.47389 -6.48585 -0.11150
H 0.17362 -4.14487 -5.14569
H -1.17184 -4.60307 -4.10503
H -0.18631 -3.14714 -3.75756
H 0.47978 -5.06492 -2.31953
H 1.03820 -5.97552 -3.65518
H 2.19652 -0.85953 -2.37863
H 0.91450 -0.93136 -1.17621
H 3.94835 -1.29290 -0.56035
H 3.07303 0.03743 -0.03157
H 2.69117 -1.45275 0.70477
H 4.92806 -4.18768 -0.42044
H 3.72850 -4.55732 0.69293
H 5.31602 -6.62041 0.56734
H 3.70306 -7.19699 0.18548
H 4.89703 -6.85262 -1.04666
C 0.30398 1.91853 2.71665
C -0.47967 0.87130 1.93302
O -0.50973 1.19249 0.55522
P -1.17140 2.61430 -0.05046
O -0.20337 3.75758 -0.00347
O -1.65554 2.16845 -1.54642
C -2.23011 0.87600 -1.85697
C -2.16749 0.52105 -3.30231
O -2.54638 2.80747 0.82229
C -3.24442 4.05086 0.63315
C -4.43373 4.12514 1.60102
H 1.25857 2.00630 2.19786
H -0.06776 2.92098 2.92876
H 0.53109 1.50344 3.69860
H 0.15878 0.04042 2.23323
H -1.45481 0.56980 2.31551
H -1.53581 0.12505 -1.47997
H -3.27557 0.78507 -1.56225
H -2.39687 -0.54234 -3.37090
H -2.78777 1.12029 -3.96884
H -1.19764 0.54410 -3.79926
H -2.56302 4.90136 0.61204
H -3.72468 3.93875 -0.33889
H -4.11635 4.04049 2.64035
H -4.89963 5.08016 1.35818
H -5.14313 3.32708 1.38207
C 4.91141 -4.22892 9.13946
C 3.56745 -3.65243 8.71667
O 3.18685 -4.01125 7.37593
P 4.15491 -3.51176 6.19029
O 5.11297 -2.39019 6.53435
O 3.10696 -3.16570 5.02115
C 1.94411 -2.38207 5.26108
C 2.34714 -0.93786 5.16906
O 4.98451 -4.80621 5.62831
C 4.46580 -6.17873 5.43804
C 4.26210 -6.26938 3.89971
H 4.96333 -5.31509 9.06436
H 5.57159 -3.70127 8.45109
H 5.22267 -3.83330 10.10627
H 2.80526 -3.97174 9.42744
H 3.51198 -2.56391 8.70399
H 1.21404 -2.60959 4.48433
H 1.43295 -2.42566 6.22280
H 1.43284 -0.34570 5.20770
H 2.91752 -0.59987 6.03424
H 2.69797 -0.70180 4.16443
H 5.29136 -6.79420 5.79545
H 3.61328 -6.24889 6.11360
H 3.53669 -5.51615 3.59228
H 5.21369 -6.06300 3.40985
H 3.95207 -7.31434 3.90706
*
```

Löwdin atomic charge list, values in e, 99 entries: -0.361, 0.025, -0.139, -0.071, -0.076, 0.115, 0.083, 0.013, 0.079, 0.089, 0.090, 0.090, -0.397, 0.024, -0.190, -0.068, -0.055, 0.136, 0.078, 0.085, 0.078, 0.046, 0.068, 0.095, -1.428, 0.570, 0.510, 0.590, -0.033, -1.570, 0.579, 0.528, 0.606, -0.032, -1.579, 0.492, 0.570, 0.619, -0.082, -1.527, 0.624, 0.586, 0.610, -0.074, -0.105, -0.272, -0.206, 0.544, -0.250, -0.226, -0.183, -0.067, -0.214, -0.248, -0.055, 0.068, 0.028, 0.069, 0.109, 0.116, 0.099, 0.098, 0.071, 0.065, 0.072, 0.114, 0.106, 0.060, 0.076, 0.072, -0.084, -0.280, -0.204, 0.562, -0.301, -0.207, -0.259, -0.140, -0.200, -0.285, -0.050, 0.084, 0.075, 0.061, 0.106, 0.119, 0.111, 0.057, 0.031, 0.032, 0.067, 0.121, 0.026, 0.082, 0.075, 0.066, -0.070, -0.268, -0.204

Entry 2:
Density functional theory data (wB97M-V/def2-TZVPD) for C28H63BrF4N10O11S as an isolated structure.

- Calculated total energy: -5851.5670 hartree

The geometry in ORCA input format:
```
! wB97M-V def2-TZVPD RIJCOSX def2/J DEFGRID3
* xyz 0 1
O 0.30446 -1.70331 0.20493
S -0.39440 -1.57455 -1.12774
O 0.48683 -2.26076 -2.13224
F -0.45989 0.05742 -1.44872
N -1.94176 -2.31521 -0.91531
Br -1.93445 -4.13417 -1.38269
C -3.03108 -1.56472 -1.55437
F -2.83855 -1.27144 -2.90243
F -3.22965 -0.36558 -0.84026
F -4.21451 -2.32282 -1.45866
C 4.40636 -0.28805 -5.68110
C 4.03302 -1.53248 -4.91936
O 4.48919 -2.63556 -5.20342
N 3.15959 -1.40111 -3.88683
C 2.52483 -0.19102 -3.41063
H 5.10868 -0.54131 -6.47492
H 3.51588 0.15300 -6.13458
H 4.88380 0.42898 -5.01443
H 2.95129 -2.27081 -3.41857
H 2.80462 -0.04944 -2.36489
H 1.44413 -0.32577 -3.48172
H 2.81984 0.68522 -3.98469
C 6.29195 -2.64640 -0.63540
C 4.94363 -2.02939 -0.36869
O 4.59644 -0.97763 -0.88242
N 4.10101 -2.68557 0.47668
C 4.33634 -3.93271 1.17290
H 6.85203 -2.01556 -1.32473
H 6.85684 -2.72832 0.29589
H 6.16924 -3.63164 -1.09029
H 3.21502 -2.21740 0.61056
H 3.56902 -4.64794 0.86883
H 4.25183 -3.75027 2.24636
H 5.31855 -4.34671 0.95590
C -0.71770 -5.15303 1.84975
C -1.53419 -6.32582 1.36938
O -2.00361 -6.38027 0.23781
N -1.74354 -7.34759 2.24107
C -1.27274 -7.45977 3.60650
H -0.63095 -4.41535 1.05404
H -1.20666 -4.68221 2.70506
H 0.28611 -5.48402 2.12433
H -2.29684 -8.10044 1.85792
H -0.65584 -8.35690 3.68610
H -2.13908 -7.56048 4.26302
H -0.68912 -6.59483 3.91332
C 0.84685 0.47481 2.80052
C -0.17262 1.17304 3.66154
O -0.47928 0.76188 4.77517
N -0.75816 2.29541 3.16340
C -0.52332 2.92570 1.87724
H 1.22858 -0.40189 3.32348
H 0.38456 0.14674 1.86775
H 1.68438 1.14550 2.59220
H -1.43119 2.71309 3.78918
H -0.17966 3.94705 2.05252
H -1.46658 2.95314 1.33274
H 0.21919 2.39354 1.28589
C -5.06956 3.68469 -0.42826
C -4.40360 3.93034 0.90029
O -3.23120 4.27548 0.98774
N -5.15011 3.75629 2.02298
C -6.54122 3.35421 2.11338
H -4.35607 3.86150 -1.23252
H -5.41084 2.64919 -0.48981
H -5.91184 4.36771 -0.55651
H -4.64391 3.93686 2.87741
H -7.09360 4.13923 2.63099
H -6.59477 2.43276 2.69682
H -6.98688 3.18629 1.13558
C 3.68827 3.68081 -6.55666
C 5.12543 3.49054 -6.14599
O 5.51065 2.48075 -5.57524
N 6.00321 4.49087 -6.43182
C 5.73043 5.74841 -7.09669
H 3.10656 2.80662 -6.26581
H 3.26926 4.55693 -6.05728
H 3.62086 3.79615 -7.64057
H 6.94749 4.29956 -6.13001
H 6.35020 5.80628 -7.99370
H 6.00067 6.56209 -6.42068
H 4.68418 5.84772 -7.37682
C 0.21728 -5.66729 -4.47792
C -1.10146 -6.36983 -4.28432
O -2.07478 -5.80643 -3.79861
N -1.18834 -7.67100 -4.66940
C -0.15124 -8.49358 -5.25757
H 0.13862 -4.63834 -4.12695
H 0.99724 -6.17023 -3.90238
H 0.48120 -5.65183 -5.53733
H -2.09784 -8.08039 -4.51193
H -0.49762 -8.84060 -6.23298
H 0.01530 -9.35544 -4.60835
H 0.78370 -7.95177 -5.38103
C -7.38344 4.89201 5.75811
C -8.78823 4.81686 5.21776
O -9.02239 4.57178 4.04220
N -9.81214 5.03250 6.08700
C -9.72770 5.33306 7.50168
H -6.67240 4.69958 4.95545
H -7.18988 5.88873 6.15987
H -7.24036 4.13794 6.53489
H -10.72535 4.96773 5.66120
H -10.26160 4.55606 8.05208
H -10.21131 6.29554 7.67952
H -8.69919 5.37851 7.85249
C 5.21112 3.62057 3.79950
C 3.80320 3.54867 3.26769
O 3.56219 3.30403 2.09450
N 2.78378 3.76667 4.14242
C 2.87568 4.06683 5.55632
H 5.91647 3.42616 2.99224
H 5.40945 4.61704 4.20001
H 5.35696 2.86617 4.57561
H 1.86767 3.70344 3.72067
H 2.34259 3.29069 6.10900
H 2.39445 5.03027 5.73665
H 3.90606 4.11030 5.90216
*
```

Löwdin atomic charge list, values in e, 99 entries: -0.318, 0.742, -0.325, -0.168, -0.501, 1.097, -0.593, 0.103, 0.089, 0.064, -0.023, -0.549, 0.001, 0.020, -0.080, 0.086, 0.079, 0.062, 0.127, 0.072, 0.057, 0.075, -0.010, -0.544, 0.033, 0.011, -0.082, 0.086, 0.082, 0.086, 0.131, 0.078, 0.081, 0.072, -0.009, -0.545, -0.085, 0.006, -0.076, 0.028, 0.095, 0.088, 0.142, 0.083, 0.084, 0.075, -0.003, -0.559, 0.004, 0.008, -0.072, 0.085, 0.057, 0.074, 0.134, 0.083, 0.054, 0.080, -0.008, -0.542, 0.008, 0.009, -0.071, 0.084, 0.083, 0.086, 0.134, 0.057, 0.089, 0.078, -0.005, -0.535, 0.026, 0.003, -0.081, 0.075, 0.087, 0.086, 0.141, 0.082, 0.083, 0.073, -0.002, -0.548, -0.057, 0.005, -0.078, 0.073, 0.090, 0.090, 0.141, 0.083, 0.083, 0.075, -0.005, -0.544, 0.022, 0.003, -0.078

> Which of these has the lowest calculated total energy?

C28H63Br12N2O14P3

> calculated total energy of number 1 (C28H63Br12N2O14P3)?

-34179.8909 hartree

> Look up the calculated total energy of the first one.

-34179.8909 hartree

> The lowest calculated total energy belongs to which entry?

C28H63Br12N2O14P3